#w
A cluster of 10 separate species, C20H60O10 in total. Source: the Open Molecules 2025 dataset; level of theory: ωB97M-V/def2-TZVPD.

Geometry (Å):
O: 1.940 -1.936 2.143
O: 5.278 1.613 0.758
O: 0.080 2.537 -2.923
O: 2.701 6.129 1.036
O: 1.884 -5.402 -3.512
O: 0.801 -6.897 0.493
O: -4.774 2.422 1.906
O: -3.284 4.784 1.455
O: -1.889 -0.968 -1.865
O: -0.101 -1.402 0.233
C: -2.975 -1.887 -1.782
C: -0.986 2.919 -2.069
C: -4.204 1.772 -0.329
C: -3.310 -2.215 -0.347
C: 2.443 5.234 -0.060
C: -4.535 1.285 1.075
C: -0.874 -5.153 0.518
C: 2.839 -3.947 2.997
C: -0.019 -6.107 1.342
C: 4.214 -0.187 -0.429
C: -0.981 5.313 1.201
C: -0.323 0.877 1.043
C: 0.382 -3.636 -2.771
C: 0.405 -0.062 0.090
C: -1.982 4.254 1.592
C: 4.218 0.628 0.830
C: 2.823 3.850 0.396
C: 1.704 -4.358 -2.558
C: 2.652 -3.112 1.738
C: -1.648 4.231 -2.453
H: 3.839 3.797 0.781
H: -3.654 -1.364 0.248
H: 0.235 1.819 0.972
H: -0.448 -4.305 -2.541
H: -1.355 1.090 0.752
H: 2.519 -3.639 -2.695
H: -3.839 -1.577 -2.380
H: 3.302 -4.915 2.780
H: 2.220 3.555 1.261
H: 2.312 6.981 0.812
H: 1.415 -7.392 1.043
H: 1.525 -6.213 -3.140
H: 1.469 -0.067 0.328
H: -3.792 0.619 1.532
H: -0.713 -6.736 1.916
H: 1.220 -1.817 1.507
H: 1.376 5.272 -0.306
H: 2.984 5.580 -0.947
H: 0.366 -2.765 -2.108
H: -1.134 5.621 0.163
H: -2.697 -2.835 -2.268
H: -3.319 2.400 -0.336
H: -1.857 4.259 -3.524
H: 5.162 2.112 1.576
H: -5.408 0.618 1.041
H: 0.792 3.185 -2.880
H: 4.426 0.008 1.706
H: 0.599 -5.576 2.074
H: -0.784 -1.484 -0.455
H: -1.822 3.834 2.595
H: 1.875 -4.728 -1.542
H: -5.076 2.305 -0.707
H: 0.263 0.287 -0.936
H: 2.089 -3.642 0.963
H: -5.260 2.127 2.682
H: 0.054 5.012 1.367
H: 2.636 3.134 -0.406
H: 4.092 0.325 -1.387
H: -3.898 4.027 1.476
H: -1.523 -5.647 -0.207
H: -4.121 -2.942 -0.313
H: -1.839 -0.656 -2.774
H: -2.578 4.425 -1.919
H: -0.655 2.956 -1.024
H: -4.090 0.911 -0.990
H: -1.829 3.397 0.919
H: -0.389 0.490 2.059
H: -0.340 -4.347 0.015
H: -1.081 6.263 1.736
H: 3.459 -3.426 3.724
H: -1.568 -4.704 1.237
H: 3.607 -2.851 1.270
H: -2.433 -2.575 0.190
H: 3.329 -0.838 -0.440
H: 3.255 1.127 0.982
H: 0.297 -3.242 -3.782
H: 5.087 -0.836 -0.503
H: -1.677 2.074 -2.120
H: -0.961 5.057 -2.251
H: 1.858 -4.125 3.433

Highest occupied orbital energy in eV: -9.808
SMILES: CCO.CCO.CCO.CCO.CCO.CCO.CCO.CCO.CCO.CCO
E_LUMO in eV: 0.4
Gap between HOMO and LUMO in Eh: 0.37437

#x
A cluster of 10 separate species, C20H60O10 in total. Source: the Open Molecules 2025 dataset; level of theory: ωB97M-V/def2-TZVPD.

Geometry (Å):
O: 3.926 1.256 -1.962
O: -3.840 -2.611 3.301
O: 0.958 -0.944 -5.021
O: -1.189 -1.486 3.519
O: 4.356 2.126 0.697
O: -1.994 -2.576 -1.428
O: -1.313 5.182 2.614
O: -4.734 2.459 -1.160
O: 1.924 1.349 -3.847
O: -1.144 -0.938 0.693
C: -3.734 3.426 -1.422
C: -4.347 -2.711 4.627
C: -0.365 -2.569 3.963
C: 1.032 -2.957 -3.684
C: 3.573 1.148 1.338
C: -2.338 2.832 -1.516
C: 0.151 -0.012 -1.102
C: 3.831 1.251 2.829
C: 1.114 -2.195 4.004
C: 4.487 -0.051 -2.096
C: 0.274 3.479 2.040
C: 0.943 2.380 -3.952
C: 5.818 -0.118 -1.388
C: -1.685 -3.941 -1.176
C: -5.858 -2.611 4.592
C: -2.848 -4.583 -0.386
C: -0.558 4.634 1.545
C: 1.250 3.515 -2.985
C: 0.184 -2.040 -4.533
C: -0.017 -0.119 0.395
H: 1.390 -2.411 -2.805
H: -0.039 1.953 -3.721
H: -4.754 1.835 -1.895
H: 1.959 -3.375 -4.089
H: -3.915 -1.917 5.246
H: 6.369 -1.016 -1.663
H: -6.297 -2.620 5.590
H: 0.570 4.355 -3.121
H: 3.121 0.646 3.398
H: 1.597 0.565 -4.341
H: -1.970 2.350 -0.608
H: -3.708 -4.539 -1.056
H: 0.908 3.051 1.260
H: -1.118 -1.175 1.635
H: 1.303 -1.370 4.691
H: -0.396 2.665 2.333
H: -3.073 -4.007 0.511
H: 0.923 3.763 2.867
H: -0.565 0.681 -1.552
H: -0.547 -3.403 3.290
H: -1.219 4.304 0.737
H: 1.444 -1.949 2.994
H: -0.918 -0.663 3.944
H: 3.773 0.111 1.028
H: 3.098 1.260 -2.488
H: 0.466 -3.809 -3.302
H: -3.909 4.018 -2.330
H: 1.707 -3.031 4.375
H: 0.869 -0.519 0.895
H: 3.632 2.270 3.176
H: -2.942 -2.252 3.346
H: 1.123 0.414 -1.367
H: 3.775 -0.807 -1.743
H: -6.316 -3.484 4.121
H: -2.662 -5.623 -0.112
H: -0.597 -1.639 -3.886
H: 4.865 1.041 3.096
H: 1.121 3.119 -1.978
H: -3.808 4.136 -0.595
H: -0.207 0.901 0.748
H: 0.099 5.412 1.138
H: -2.050 5.699 2.288
H: -2.191 2.109 -2.323
H: 4.635 -0.223 -3.171
H: 5.677 -0.143 -0.305
H: -1.619 3.628 -1.744
H: 0.020 -0.924 -1.683
H: 0.923 2.706 -4.996
H: -1.614 -4.393 -2.166
H: -4.023 -3.670 5.050
H: 6.401 0.774 -1.612
H: -0.675 -2.843 4.978
H: 2.260 3.881 -3.166
H: 2.519 1.337 1.091
H: -0.358 -2.574 -5.316
H: -0.754 -4.134 -0.630
H: 4.227 2.055 -0.265
H: -1.810 -2.094 -0.596
H: -6.110 -1.723 4.017
H: 1.531 -1.286 -5.718

Highest occupied orbital energy in eV: -9.661
SMILES: CCO.CCO.CCO.CCO.CCO.CCO.CCO.CCO.CCO.CCO
E_LUMO in eV: 0.4
Gap between HOMO and LUMO in Eh: 0.36966

#y
A cluster of 10 separate species, C20H60O10 in total. Source: the Open Molecules 2025 dataset; level of theory: ωB97M-V/def2-TZVPD.

Geometry (Å):
O: 4.418 -6.536 -0.341
O: 4.116 7.200 -0.912
O: -8.547 1.424 1.352
O: -3.041 0.709 -2.726
O: -0.855 0.576 0.631
O: 4.835 -4.892 -3.625
O: -2.627 5.382 3.304
O: 1.488 5.664 -3.580
O: -1.463 -1.007 4.341
O: -2.795 -6.426 0.856
C: 5.567 -3.670 -3.555
C: 3.717 7.175 0.419
C: -3.735 -0.529 -2.879
C: -1.397 -0.618 5.682
C: 6.991 -4.090 -3.240
C: -3.000 5.240 0.962
C: 1.036 -0.785 -0.029
C: 0.483 0.648 0.122
C: 3.761 -5.517 0.360
C: 0.519 3.543 -3.970
C: -0.467 0.538 5.839
C: -2.949 -1.307 -3.936
C: -7.706 0.325 1.722
C: -1.389 -4.938 -0.571
C: 1.768 4.277 -3.665
C: -1.787 -6.438 -0.212
C: -6.242 0.721 1.834
C: 4.762 -4.845 1.282
C: -2.558 4.558 2.226
C: 3.983 5.798 1.012
H: -8.022 -0.146 2.653
H: 4.260 7.957 0.951
H: -0.231 3.696 -3.194
H: 5.075 7.247 -0.924
H: -3.214 3.702 2.383
H: -1.527 4.205 2.242
H: -2.962 -7.350 1.058
H: -6.212 1.477 2.618
H: 3.313 5.039 0.608
H: 7.539 -3.164 -3.068
H: 2.192 3.883 -2.742
H: -2.320 6.046 0.686
H: -0.852 0.116 1.473
H: -0.618 1.312 5.087
H: 3.890 5.794 2.098
H: 4.580 -7.303 0.212
H: -2.011 -1.747 -3.596
H: -1.107 -4.391 0.329
H: -0.500 -4.897 -1.200
H: 2.027 -0.727 -0.480
H: -3.048 4.459 0.204
H: -2.207 -6.924 -1.093
H: -7.844 -0.339 0.868
H: -2.229 -4.407 -1.018
H: -0.898 -6.917 0.198
H: 2.644 7.326 0.533
H: 5.497 -3.192 -4.532
H: -2.097 -1.723 4.254
H: -3.996 5.667 1.082
H: -0.532 1.008 6.821
H: 4.833 -5.308 -2.760
H: 5.593 -4.401 0.734
H: -9.416 1.027 1.259
H: 0.569 0.201 5.796
H: 5.229 -5.454 2.056
H: 0.110 3.873 -4.925
H: -2.739 0.640 -1.817
H: 1.034 1.295 0.804
H: 0.380 1.131 -0.849
H: 3.329 -4.828 -0.367
H: 0.440 -1.350 -0.745
H: 4.322 -4.053 1.887
H: 0.744 2.483 -4.087
H: 1.099 -1.314 0.922
H: 7.089 -4.788 -2.408
H: -1.129 -1.492 6.277
H: -5.555 -0.106 2.013
H: 5.231 -2.929 -2.831
H: -5.857 1.244 0.958
H: -2.433 -0.329 5.855
H: -3.573 5.526 3.384
H: -2.607 -0.745 -4.806
H: 5.009 5.442 0.914
H: 2.501 4.210 -4.469
H: -4.720 -0.440 -3.338
H: 2.884 -5.865 0.907
H: 2.165 6.116 -3.073
H: -3.612 -2.013 -4.435
H: 7.373 -4.584 -4.134
H: -3.764 -1.075 -1.937

Highest occupied orbital energy in eV: -9.834
SMILES: CCO.CCO.CCO.CCO.CCO.CCO.CCO.CCO.CCO.CCO
E_LUMO in eV: 0.3
Gap between HOMO and LUMO in Eh: 0.37263

The energy of each structure relative to the most stable one, in hartree, is as follows: #w 0.0234; #x 0.0000; #y 0.0998.